Record 1
# ClH5OSi2

ClH5OSi2 as an isolated structure in a non-equilibrium geometry (ωB97M-V/def2-TZVPD, the OMol25 dataset).

```
9
Properties=species:S:1:pos:R:3
O 0.685 -0.163 -1.247
Si -0.035 -0.753 1.424
Si -0.086 1.078 -1.545
Cl -1.298 0.864 0.936
H 1.240 -0.144 1.366
H -0.525 -0.767 2.768
H 0.007 -2.139 1.001
H 0.521 2.444 -1.041
H -1.403 1.223 -2.080
```

Charge: 0
Energy relative to the best compared isomer or geometry (same formula, charge and spin) in kJ/mol: 292.19
Gap between HOMO and LUMO in eV: 10.5
LUMO level in eV: -0.03

Record 2
# CHBr2NO2

A 2-piece molecular cluster, CHBr2NO2 overall in a non-equilibrium geometry (ωB97M-V/def2-TZVPD, the OMol25 dataset).

```
7
Properties=species:S:1:pos:R:3
C -0.326 0.055 -0.398
N 0.176 -0.211 0.877
O 0.390 -1.348 1.208
O 0.288 0.787 1.574
Br -0.628 1.875 -0.874
Br -1.379 -1.301 -1.153
H 1.479 0.143 -1.233
```

Charge: 0
Energy relative to the best compared isomer or geometry (same formula, charge and spin) in kJ/mol: 353.87
Gap between HOMO and LUMO (alpha / beta) in eV: 8.2 / 8.2
LUMO level (alpha / beta) in eV: -1.65 / -2.31

Record 3
# C5H11O2

A 2-piece molecular cluster, C5H11O2 overall in a non-equilibrium geometry (ωB97M-V/def2-TZVPD, the OMol25 dataset).

```
18
Properties=species:S:1:pos:R:3
C 0.212 -1.418 -0.444
C -0.397 -0.926 -1.714
C -0.767 -1.053 0.690
O -1.223 0.073 0.826
O -0.991 -1.983 1.520
H 0.481 -2.570 -0.383
H 1.207 -0.935 -0.317
H 0.350 -1.203 -2.482
H -0.635 0.207 -1.791
H -1.330 -1.546 -1.765
C 1.320 2.167 0.538
C 1.277 2.550 -0.898
H 0.542 1.383 0.840
H 2.227 1.572 0.767
H 1.275 3.042 1.168
H 1.541 1.505 -1.430
H 0.309 2.520 -1.235
H 1.870 3.384 -1.175
```

Charge: -1
Energy relative to the best compared isomer or geometry (same formula, charge and spin) in kJ/mol: 133.30
Gap between HOMO and LUMO in eV: 7.5
LUMO level in eV: 3.87

Record 4
# C6H12

One molecule with the formula C6H12 (ωB97M-V/def2-TZVPD, the OMol25 dataset).

```
18
Properties=species:S:1:pos:R:3
C 2.059 -0.225 0.606
C 0.804 0.120 -0.189
C -0.149 1.046 0.581
C -1.543 0.830 -0.035
C -1.499 -0.558 -0.731
C -0.067 -1.098 -0.539
H 1.789 -0.815 1.492
H 2.573 0.678 0.955
H 2.771 -0.813 0.016
H 1.094 0.622 -1.124
H 0.180 2.090 0.532
H -0.149 0.760 1.642
H -2.326 0.885 0.728
H -1.768 1.613 -0.767
H -2.241 -1.248 -0.313
H -1.737 -0.457 -1.795
H -0.037 -1.813 0.294
H 0.301 -1.629 -1.425
```

SMILES: CC1CCCC1
Charge: 0
Energy relative to the best compared isomer or geometry (same formula, charge and spin) in kJ/mol: 10.68
Gap between HOMO and LUMO in eV: 12.3
LUMO level in eV: 1.26

The highest energy relative to the best compared isomer or geometry (same formula, charge and spin) belongs to which entry? CHBr2NO2

Which value of energy relative to the best compared isomer or geometry (same formula, charge and spin) does entry 3 give? 133.30 kJ/mol

Among the records above, which one has the highest energy relative to the best compared isomer or geometry (same formula, charge and spin)? CHBr2NO2

Please write out number 1 again, unchanged.
# ClH5OSi2

ClH5OSi2 as an isolated structure in a non-equilibrium geometry (ωB97M-V/def2-TZVPD, the OMol25 dataset).

```
9
Properties=species:S:1:pos:R:3
O 0.685 -0.163 -1.247
Si -0.035 -0.753 1.424
Si -0.086 1.078 -1.545
Cl -1.298 0.864 0.936
H 1.240 -0.144 1.366
H -0.525 -0.767 2.768
H 0.007 -2.139 1.001
H 0.521 2.444 -1.041
H -1.403 1.223 -2.080
```

Charge: 0
Energy relative to the best compared isomer or geometry (same formula, charge and spin) in kJ/mol: 292.19
Gap between HOMO and LUMO in eV: 10.5
LUMO level in eV: -0.03